No. 1
Below is an isolated molecule of C14H11ClN6O3, with properties calculated with ωB97M-V with the def2-TZVPD basis set.

Atoms and positions in Å:
O 1.505 4.644 -0.762
N 2.076 3.645 -0.373
O 3.269 3.549 -0.175
C 1.278 2.503 -0.134
N -0.031 2.572 -0.164
N -0.526 1.420 0.151
C -1.879 1.106 0.083
C -2.803 2.150 0.057
C -4.150 1.864 -0.015
C -4.571 0.540 -0.056
C -3.650 -0.499 -0.039
C -2.299 -0.221 0.028
H -1.583 -1.026 0.027
H -3.988 -1.522 -0.085
Cl -6.254 0.185 -0.137
H -4.875 2.661 -0.037
H -2.449 3.168 0.084
N 0.474 0.464 0.363
C 1.724 1.161 0.206
N 2.898 0.726 0.250
C 3.280 -0.634 0.495
C 2.332 -1.687 -0.019
C 1.754 -1.566 -1.279
C 0.851 -2.532 -1.692
N 0.514 -3.577 -0.956
C 1.086 -3.708 0.227
C 1.993 -2.797 0.744
H 2.418 -2.944 1.726
H 0.792 -4.582 0.794
H 0.368 -2.463 -2.658
H 1.998 -0.729 -1.916
H 4.254 -0.749 0.004
H 3.446 -0.766 1.570
O 0.260 -0.393 1.420
H 0.485 0.036 2.265

Output
Frontier orbital gap, eV: 7.483
E_HOMO, eV: -8.528
Total energy, hartree: -1554.317256
Lowest unoccupied orbital energy, eV: -1.045
SMILES: O=[N+]([O-])c1nn(-c2ccc(Cl)cc2)n(O)/c1=N\Cc1ccncc1
Energy above the lowest of the compared OMol25 structures with the same formula, charge and spin, kJ/mol: 223.0
2S+1: 1


No. 2
Below is a cluster of 9 separate species, C45H83N10O13PSi in total, with properties calculated with ωB97M-V with the def2-TZVPD basis set.

Atoms and positions in Å:
C 0.245 3.415 5.098
C -1.040 3.324 4.286
C -0.764 3.134 2.792
C -2.088 3.135 1.976
C -2.086 4.114 0.772
C -2.469 1.739 1.542
C -3.645 1.164 2.013
C -4.081 -0.116 1.688
Si -5.739 -0.630 2.515
C -6.087 0.668 3.836
C -5.710 -2.273 3.417
C -7.190 -0.512 1.320
C -3.285 -0.890 0.802
P -3.730 -2.573 0.347
O -2.989 -3.171 -0.759
O -5.314 -2.573 0.069
O -3.581 -3.471 1.663
C -2.109 -0.317 0.309
C -1.698 0.964 0.691
C -0.358 1.258 0.090
O 0.173 2.322 -0.046
N 0.152 0.016 -0.358
C 1.142 -0.599 0.482
C 2.452 -0.161 0.372
C 3.403 -0.755 1.184
C 2.965 -1.759 2.036
C 1.632 -2.113 2.076
N 0.705 -1.530 1.307
C -1.024 -0.797 -0.650
O -1.032 -1.531 -1.577
H 0.031 3.443 6.163
H 0.878 2.559 4.871
H 0.802 4.302 4.814
H -1.653 4.221 4.397
H -1.653 2.480 4.616
H -0.249 2.189 2.635
H -0.161 3.974 2.450
H -2.877 3.462 2.654
H -2.492 3.622 -0.110
H -1.080 4.439 0.539
H -2.730 4.969 0.968
H -4.227 1.784 2.677
H -5.309 0.603 4.598
H -7.040 0.463 4.317
H -6.089 1.671 3.413
H -4.710 -2.636 3.633
H -6.210 -2.117 4.375
H -6.273 -3.028 2.871
H -7.349 -1.414 0.739
H -7.107 0.368 0.684
H -8.071 -0.362 1.947
H -5.517 -1.828 -0.522
H -4.330 -4.072 1.748
H 2.714 0.602 -0.342
H 4.442 -0.466 1.128
H 3.663 -2.255 2.688
H 1.308 -2.899 2.746
C -7.815 0.086 7.273
O -7.109 -0.755 6.753
N -7.356 1.209 7.859
C -8.242 2.180 8.465
C -5.921 1.443 7.877
H -8.915 -0.002 7.308
H -8.134 3.151 7.977
H -8.015 2.295 9.527
H -9.274 1.851 8.363
H -5.533 1.486 6.859
H -5.412 0.633 8.399
H -5.718 2.384 8.382
C -5.760 -1.838 -3.944
O -5.217 -1.319 -2.983
N -6.053 -3.142 -4.046
C -6.679 -3.704 -5.229
C -5.720 -4.021 -2.934
H -6.040 -1.260 -4.841
H -7.637 -4.157 -4.965
H -6.035 -4.466 -5.668
H -6.853 -2.917 -5.962
H -6.245 -3.706 -2.032
H -4.650 -3.986 -2.725
H -6.012 -5.037 -3.187
C 5.837 1.357 -1.791
O 6.085 1.243 -0.601
N 4.958 2.237 -2.304
C 4.697 2.325 -3.731
C 4.252 3.127 -1.399
H 6.326 0.732 -2.553
H 4.941 3.325 -4.091
H 3.642 2.122 -3.928
H 5.304 1.605 -4.274
H 4.961 3.743 -0.844
H 3.667 2.558 -0.676
H 3.586 3.768 -1.973
C 7.462 3.690 -6.766
O 6.303 3.404 -6.528
N 8.475 3.592 -5.888
C 9.833 3.952 -6.238
C 8.192 3.108 -4.544
H 7.783 4.066 -7.754
H 10.495 3.091 -6.127
H 10.193 4.756 -5.593
H 9.870 4.291 -7.272
H 7.774 2.104 -4.594
H 7.467 3.767 -4.063
H 9.109 3.086 -3.960
C 2.556 6.407 5.437
O 2.446 5.592 6.330
N 2.496 7.743 5.609
C 2.634 8.670 4.506
C 2.288 8.257 6.952
H 2.717 6.114 4.385
H 3.491 9.328 4.663
H 1.735 9.283 4.407
H 2.783 8.119 3.579
H 3.091 7.930 7.612
H 1.347 7.885 7.357
H 2.264 9.344 6.921
C 5.191 -4.811 2.900
O 5.358 -3.702 2.426
N 4.502 -5.795 2.294
C 4.324 -7.098 2.899
C 3.918 -5.529 0.987
H 5.594 -5.101 3.885
H 4.753 -7.876 2.264
H 3.262 -7.310 3.043
H 4.819 -7.126 3.867
H 4.699 -5.261 0.275
H 3.216 -4.698 1.046
H 3.399 -6.418 0.640
C -4.524 -6.395 -7.969
O -5.121 -6.108 -6.949
N -4.018 -5.494 -8.830
C -3.311 -5.885 -10.032
C -4.190 -4.082 -8.531
H -4.344 -7.440 -8.274
H -2.291 -5.499 -10.017
H -3.820 -5.497 -10.917
H -3.273 -6.970 -10.100
H -3.729 -3.839 -7.573
H -5.251 -3.837 -8.468
H -3.728 -3.489 -9.315
C 7.550 -1.215 -4.537
O 7.916 -0.213 -3.948
N 7.374 -2.408 -3.947
C 6.933 -3.576 -4.683
C 7.634 -2.520 -2.518
H 7.324 -1.220 -5.616
H 5.990 -3.947 -4.276
H 7.680 -4.369 -4.620
H 6.784 -3.317 -5.729
H 6.992 -1.840 -1.959
H 8.670 -2.258 -2.303
H 7.444 -3.541 -2.199

Output
Frontier orbital gap, eV: 8.877
E_HOMO, eV: -8.518
Total energy, hartree: -3921.167188
Lowest unoccupied orbital energy, eV: 0.359
SMILES: CCC[C@@H](C)c1cc([Si](C)(C)C)c(P(=O)(O)O)c2c1C(=O)N(c1ccccn1)C2=O.CN(C)C=O.CN(C)C=O.CN(C)C=O.CN(C)C=O.CN(C)C=O.CN(C)C=O.CN(C)C=O.CN(C)C=O
2S+1: 1


No. 3
Below is a structure of composition C22H41BN7PSn, with properties calculated with ωB97M-V with the def2-TZVPD basis set.

Atoms and positions in Å:
H -1.197 2.929 -1.141
N -0.411 1.396 -2.362
B 0.529 0.110 -4.337
N 0.349 1.414 -3.504
C 0.735 2.672 -3.787
Sn -1.317 -0.831 -1.322
H 1.367 2.857 -4.640
C 0.155 3.506 -2.845
H 0.228 4.568 -2.784
C -0.579 2.668 -1.985
H 1.044 0.360 -5.393
C -1.373 -2.990 -1.341
H -1.852 -3.279 -0.399
H -0.401 -3.477 -1.432
H -1.981 -3.202 -2.233
N -0.919 -0.468 -4.473
N 1.370 -0.895 -3.526
N -1.712 -0.768 -3.361
N 0.933 -1.305 -2.286
C -1.667 -0.590 -5.573
C 2.553 -1.463 -3.826
H -1.213 -0.378 -6.526
H 3.035 -1.226 -4.767
C -2.957 -0.959 -5.202
C 2.903 -2.284 -2.768
C -2.968 -1.041 -3.813
C 1.863 -2.158 -1.826
H -3.789 -1.125 -5.854
H 3.776 -2.898 -2.677
H -3.776 -1.265 -3.129
H 1.749 -2.648 -0.875
H -2.436 0.470 -0.941
C 1.828 1.816 3.259
C 1.682 1.083 1.909
C 1.760 2.093 0.760
C 2.871 0.129 1.729
P 0.059 0.141 1.790
N -0.128 -0.161 0.243
C 0.201 -1.466 2.790
C 0.847 -1.239 4.174
C -1.204 -2.068 2.978
C 1.033 -2.489 2.000
C -1.362 1.211 2.429
C -2.696 0.655 1.931
C -1.396 1.263 3.963
C -1.217 2.644 1.888
H 2.846 2.235 3.285
H 1.736 1.148 4.126
H 1.132 2.656 3.368
H 2.782 2.494 0.724
H 1.533 1.582 -0.180
H 1.081 2.940 0.884
H 3.032 -0.536 2.586
H 2.765 -0.454 0.805
H 3.774 0.752 1.636
H 0.321 -0.487 4.775
H 0.785 -2.191 4.724
H 1.910 -0.978 4.112
H -1.707 -2.221 2.009
H -1.079 -3.055 3.453
H -1.842 -1.472 3.644
H 0.694 -2.537 0.959
H 2.104 -2.269 2.017
H 0.887 -3.477 2.461
H -2.951 -0.316 2.361
H -3.481 1.382 2.177
H -2.662 0.556 0.838
H -0.487 1.693 4.396
H -2.230 1.931 4.220
H -1.604 0.288 4.415
H -0.413 3.213 2.373
H -1.087 2.651 0.797
H -2.159 3.163 2.121

Output
Frontier orbital gap (spin up / spin down), eV: 6.873 / 4.291
E_HOMO (spin up / spin down), eV: -14.780 / -14.711
Total energy, hartree: -1826.064689
Lowest unoccupied orbital energy (spin up / spin down), eV: -7.907 / -10.420
Energy above the lowest of the compared OMol25 structures with the same formula, charge and spin, kJ/mol: 0.0
Net charge: +2
2S+1: 1


No. 4
Below is a structure of composition C40H44NPRhSSi, with properties calculated with ωB97M-V with the def2-TZVPD basis set.

Atoms and positions in Å:
Rh -0.469 -0.687 0.408
S 3.253 1.684 0.842
C 3.517 0.219 1.731
C 4.672 -0.187 2.389
C 4.665 -1.416 3.015
C 3.525 -2.223 2.989
C 2.375 -1.815 2.343
C 2.369 -0.575 1.706
N 1.320 0.010 1.001
C 1.657 1.166 0.481
C 0.683 1.810 -0.346
C 0.840 3.031 -1.002
C -0.196 3.512 -1.774
C -1.374 2.777 -1.895
C -1.526 1.554 -1.260
C -0.492 1.051 -0.473
H 5.553 0.441 2.405
H 5.552 -1.758 3.532
H 3.542 -3.182 3.489
H 1.492 -2.436 2.354
H 1.759 3.597 -0.904
H -0.096 4.459 -2.287
H -2.185 3.165 -2.498
H -2.454 1.005 -1.370
C -1.052 -2.729 5.571
C 0.013 -1.881 5.294
C -0.112 -0.911 4.311
C -1.302 -0.762 3.587
C -2.361 -1.625 3.882
C -2.240 -2.598 4.864
Si -1.434 0.499 2.197
C -0.940 2.217 2.745
C -0.671 2.461 4.097
C -0.375 3.738 4.553
C -0.350 4.803 3.666
C -0.640 4.588 2.325
C -0.936 3.312 1.873
C -3.124 0.475 1.399
C -3.526 -0.665 0.696
C -4.741 -0.711 0.025
C -5.586 0.388 0.071
C -5.210 1.527 0.773
C -3.985 1.574 1.422
H -0.958 -3.484 6.340
H 0.940 -1.973 5.846
H 0.730 -0.255 4.110
H -3.298 -1.531 3.345
H -3.076 -3.249 5.084
H -0.699 1.649 4.812
H -0.171 3.899 5.604
H -0.120 5.800 4.019
H -0.643 5.417 1.629
H -1.189 3.178 0.826
H -2.897 -1.557 0.691
H -5.035 -1.601 -0.515
H -6.543 0.354 -0.433
H -5.875 2.380 0.811
H -3.690 2.477 1.944
C -2.831 -2.264 -2.459
C -1.416 -2.636 -2.894
C -1.384 -4.068 -3.441
P -0.201 -2.301 -1.539
C -0.117 -3.868 -0.518
C 1.272 -4.485 -0.373
C -0.716 -3.548 0.859
C 1.411 -2.013 -2.405
C 1.832 -3.010 -3.484
C 1.392 -0.605 -3.013
H -3.533 -2.412 -3.282
H -2.900 -1.225 -2.135
H -3.161 -2.900 -1.632
H -1.113 -1.945 -3.688
H -2.011 -4.724 -2.835
H -0.384 -4.497 -3.471
H -1.786 -4.088 -4.454
H -0.777 -4.594 -0.995
H 2.005 -3.755 -0.021
H 1.634 -4.907 -1.306
H 1.238 -5.293 0.360
H -0.277 -2.645 1.327
H -0.495 -4.341 1.578
H -1.799 -3.428 0.833
H 2.148 -2.021 -1.594
H 1.127 -3.000 -4.317
H 1.924 -4.032 -3.126
H 2.803 -2.713 -3.885
H 0.804 -0.589 -3.933
H 2.408 -0.306 -3.276
H 0.980 0.143 -2.338

Output
Frontier orbital gap (spin up / spin down), eV: 7.343 / 7.344
E_HOMO (spin up / spin down), eV: -10.485 / -10.485
Total energy, hartree: -2744.839515
Lowest unoccupied orbital energy (spin up / spin down), eV: -3.142 / -3.140
Energy above the lowest of the compared OMol25 structures with the same formula, charge and spin, kJ/mol: 31.1
Net charge: +1
2S+1: 1


No. 5
Below is an isolated molecule of C29H45BClNO7P2S, with properties calculated with ωB97M-V with the def2-TZVPD basis set.

Atoms and positions in Å:
C -0.378 -8.226 3.988
C -1.327 -7.920 2.655
C -0.896 -6.526 1.874
C -1.542 -6.545 0.362
C -0.729 -5.562 -0.712
C -1.621 -5.594 -2.122
C -0.839 -4.798 -3.354
C -1.262 -3.185 -3.431
C -0.716 -2.381 -2.098
C -0.668 -0.746 -2.265
C -1.885 0.162 -2.887
C -1.765 1.823 -2.983
B -3.105 2.586 -3.614
C -4.400 2.828 -2.575
O -3.153 3.023 -5.033
C -0.421 2.663 -2.454
C -0.283 4.294 -2.545
P -1.582 5.278 -1.549
O -0.844 6.578 -0.982
O -2.833 5.894 -2.650
O -2.298 4.418 -0.216
C 0.817 1.735 -1.819
C 0.673 0.073 -1.742
S 2.184 -0.821 -0.988
C 3.638 0.230 -1.641
C 5.040 -0.506 -2.064
C 6.258 0.417 -2.665
C 6.004 2.054 -2.758
C 4.583 2.787 -2.320
Cl 4.279 4.634 -2.433
C 3.336 1.856 -1.735
N 2.029 2.490 -1.301
C 2.004 2.640 0.215
C 0.581 2.227 0.916
P 0.520 2.625 2.822
O -0.976 2.218 3.265
O 1.672 1.656 3.743
C 1.472 1.960 5.171
C 2.160 0.782 6.130
O 0.743 4.344 3.051
C -0.425 4.974 3.686
C 0.015 6.494 4.225
H 0.638 -7.666 3.792
H -0.844 -7.820 4.983
H -0.178 -9.379 4.129
H -1.313 -8.866 1.966
H -2.427 -7.812 3.078
H 0.277 -6.487 1.871
H -1.315 -5.615 2.497
H -1.478 -7.670 -0.028
H -2.665 -6.213 0.434
H 0.355 -5.970 -0.919
H -0.712 -4.480 -0.234
H -2.660 -5.093 -1.843
H -1.819 -6.722 -2.409
H 0.339 -4.936 -3.232
H -1.174 -5.362 -4.347
H -2.427 -3.063 -3.446
H -0.715 -2.711 -4.355
H 0.307 -2.867 -1.802
H -1.455 -2.601 -1.188
H -2.884 -0.376 -3.256
H -4.027 2.865 -1.447
H -5.185 1.940 -2.626
H -4.990 3.827 -2.825
H -4.130 3.007 -5.314
H -0.414 4.587 -3.686
H 0.806 4.662 -2.247
H -3.690 5.703 -2.145
H -2.293 5.047 0.589
H 5.189 -1.676 -1.952
H 7.290 -0.029 -3.027
H 6.908 2.681 -3.199
H 2.919 2.000 0.620
H 2.244 3.755 0.502
H -0.363 2.806 0.470
H 0.395 1.053 0.856
H 1.926 3.028 5.358
H 0.344 2.012 5.506
H 1.331 0.369 6.869
H 3.013 1.340 6.738
H 2.573 -0.050 5.409
H -0.797 4.411 4.671
H -1.296 5.056 2.875
H -0.789 6.750 5.068
H 1.095 6.338 4.707
H 0.029 7.295 3.371

Output
Frontier orbital gap, eV: 7.763
E_HOMO, eV: -8.169
Total energy, hartree: -3278.671992
Lowest unoccupied orbital energy, eV: -0.405
SMILES: CCCCCCCCCc1cc(B(C)O)c(CP(=O)(O)O)c2c1Sc1cccc(Cl)c1N2CCP(=O)(OCC)OCC
2S+1: 1